# 1
The following is a quantum chemistry calculation of the molecule C2H4Cl2N2, from the Open Molecules 2025 dataset.

Structure (ORCA input):
```
! RIJCOSX wB97M-V def2-TZVPD def2/J DEFGRID3
* xyz 0 1
N -1.72251 -0.02575 -0.93743
N -1.87709 -0.32095 0.36291
C -0.84420 -0.35811 1.06240
C 0.49335 0.08254 0.78228
Cl 1.11395 -1.23049 -0.36512
Cl 0.66605 1.48892 -0.10076
H -0.68489 0.17546 -1.32734
H -2.40914 0.33994 -1.62892
H -1.05265 -0.79471 2.14155
H 1.18891 -0.03382 1.68825
*
```

Highest occupied orbital energy: -8.84 eV
Kohn-Sham gap: 9.53 eV
SMILES: N/N=C\C(Cl)Cl
Energy relative to the best compared isomer or geometry (same formula, charge and spin): 216.2 kJ/mol

---

# 2
The following is a quantum chemistry calculation of the molecule C2H4Cl2NOPS, from the Open Molecules 2025 dataset.

Structure (ORCA input):
```
! RIJCOSX wB97M-V def2-TZVPD def2/J DEFGRID3
* xyz 0 1
H -0.57836 -2.17513 0.28730
N -1.35447 -1.51498 0.38258
C -1.17572 -0.29675 0.02931
C 0.05247 0.55566 -0.25712
O -2.34658 0.50482 0.10424
P -3.86519 -0.12162 -0.09174
S -4.02838 -1.25902 -1.63812
Cl -4.47646 1.78844 -0.18872
Cl -4.15228 -0.64669 1.76447
H 0.85352 -0.10068 -0.26972
H -0.09257 1.12645 -1.13617
H 0.40254 1.32102 0.38357
*
```

Highest occupied orbital energy: -9.51 eV
Kohn-Sham gap: 9.59 eV
SMILES: [H]/N=C(\C)OP(=S)(Cl)Cl

---

# 3
The following is a quantum chemistry calculation of a cluster of 2 separate species, C2H4Cl2O in total, from the Open Molecules 2025 dataset.

Structure (ORCA input):
```
! RIJCOSX wB97M-V def2-TZVPD def2/J DEFGRID3
* xyz 0 1
C 0.34868 2.09361 -0.71179
C -0.76909 -0.46578 2.08957
O 0.21309 -1.25188 2.25543
Cl 1.42099 0.65703 -0.34229
Cl -0.44298 1.19564 2.47570
H 0.89796 3.00886 -0.47223
H -0.45436 1.92455 -0.05203
H -0.05041 1.81631 -1.78204
H 1.19549 -0.92489 2.47274
*
```

Highest occupied orbital energy: -9.34 eV
Kohn-Sham gap: 9.83 eV
Energy relative to the best compared isomer or geometry (same formula, charge and spin): 259.0 kJ/mol

---

# 4
The following is a quantum chemistry calculation of a cluster of 2 separate species, C2H4Cl2O in total, from the Open Molecules 2025 dataset.

Structure (ORCA input):
```
! RIJCOSX wB97M-V def2-TZVPD def2/J DEFGRID3
* xyz 0 1
C 0.96488 1.38194 -1.26381
C -0.97064 -1.35976 0.82685
O -0.20678 -2.10937 1.49005
Cl -0.19035 2.02156 -0.01134
Cl -2.61170 -1.19634 1.42976
H 0.85442 1.84555 -2.24040
H 0.83352 0.36020 -1.36799
H 1.90588 1.65562 -1.01026
H -0.57921 -2.59939 2.14715
*
```

Highest occupied orbital energy: -9.29 eV
Kohn-Sham gap: 9.90 eV
Energy relative to the best compared isomer or geometry (same formula, charge and spin): 260.3 kJ/mol

---

# 5
The following is a quantum chemistry calculation of a structure of composition C2H4Cl2OS, from the Open Molecules 2025 dataset.

Structure (ORCA input):
```
! RIJCOSX wB97M-V def2-TZVPD def2/J DEFGRID3
* xyz 0 1
C -1.27005 -0.76597 -0.20434
C 0.25458 -0.73246 -0.15251
O 1.10404 0.91080 1.26896
S 1.72409 1.90532 0.28568
Cl 1.03317 -2.12991 0.46128
Cl 1.09093 -0.08054 -1.52590
H -1.84385 -1.14300 -1.12635
H -1.51047 0.31758 -0.11200
H -1.49268 -1.33428 0.69154
H 0.91025 3.05246 0.41365
*
```

Highest occupied orbital energy (alpha / beta): -8.23 / -8.73 eV
Kohn-Sham gap (alpha / beta): 7.32 / 8.44 eV
Energy relative to the best compared isomer or geometry (same formula, charge and spin): 244.0 kJ/mol

---

# 6
The following is a quantum chemistry calculation of the molecule C2H4Cl2S, from the Open Molecules 2025 dataset.

Structure (ORCA input):
```
! RIJCOSX wB97M-V def2-TZVPD def2/J DEFGRID3
* xyz 0 1
C 0.64476 0.79524 -0.56839
C -0.25568 -0.12617 0.44836
S 0.22256 -1.76470 -0.11410
Cl -1.94848 0.33406 0.12243
Cl -0.07879 0.04617 2.24522
H 0.58825 1.81133 -0.39202
H 1.68987 0.43579 -0.65593
H 0.04286 0.56786 -1.45078
H -0.90535 -2.09958 0.36522
*
```

Highest occupied orbital energy: -9.81 eV
Kohn-Sham gap: 10.43 eV
SMILES: CC(S)(Cl)Cl
Energy relative to the best compared isomer or geometry (same formula, charge and spin): 80.6 kJ/mol

---

# 7
The following is a quantum chemistry calculation of a cluster of 2 separate species, C2H4Cl2S in total, from the Open Molecules 2025 dataset.

Structure (ORCA input):
```
! RIJCOSX wB97M-V def2-TZVPD def2/J DEFGRID3
* xyz 0 1
C 1.41957 -0.53455 0.31330
C -1.14674 0.09460 0.05603
S -1.24022 0.84697 -1.62932
Cl -1.55261 1.08650 1.34824
Cl -1.69256 -1.55369 0.13906
H 1.44889 -0.99897 -0.61491
H 2.16216 0.35258 0.47812
H 1.30773 -1.23010 1.12705
H -0.70622 1.93667 -1.21758
*
```

Highest occupied orbital energy (alpha / beta): -8.84 / -8.15 eV
Kohn-Sham gap (alpha / beta): 8.47 / 8.25 eV
Energy relative to the best compared isomer or geometry (same formula, charge and spin): 376.0 kJ/mol

---

# 8
The following is a quantum chemistry calculation of a cluster of 2 separate species, C2H4ClFO2 in total, from the Open Molecules 2025 dataset.

Structure (ORCA input):
```
! RIJCOSX wB97M-V def2-TZVPD def2/J DEFGRID3
* xyz 0 1
C -1.11655 -0.15752 0.00830
C 1.13401 0.19788 0.32125
O -1.16036 -1.54281 0.08617
O 1.25795 1.40746 -0.29569
F -1.43041 0.33201 -1.28180
Cl 1.84265 -1.13318 -0.47837
H -1.60636 0.29145 0.87799
H 0.94222 0.30572 1.35917
H -1.39683 -1.97500 -0.75294
H 1.16383 1.24052 -1.24862
*
```

Highest occupied orbital energy: -7.79 eV
Kohn-Sham gap: 8.51 eV
Energy relative to the best compared isomer or geometry (same formula, charge and spin): 290.4 kJ/mol

---

# 9
The following is a quantum chemistry calculation of a structure of composition C2H4ClI, from the Open Molecules 2025 dataset.

Structure (ORCA input):
```
! RIJCOSX wB97M-V def2-TZVPD def2/J DEFGRID3
* xyz 0 1
C -0.37395 1.09810 0.06839
C 0.92688 -1.36363 -0.50330
Cl 1.32371 -1.20356 0.96627
I -0.40255 -2.84099 -0.91065
H -1.28939 0.66426 0.58557
H -0.16473 0.31329 -0.56201
H -0.50882 2.07290 -0.36976
H 0.48886 1.25964 0.72550
*
```

Highest occupied orbital energy: -8.48 eV
Kohn-Sham gap: 7.61 eV
Energy relative to the best compared isomer or geometry (same formula, charge and spin): 388.1 kJ/mol

---

# 10
The following is a quantum chemistry calculation of the molecule C2H4ClN2P, from the Open Molecules 2025 dataset.

Structure (ORCA input):
```
! RIJCOSX wB97M-V def2-TZVPD def2/J DEFGRID3
* xyz 0 1
Cl -2.55814 -1.37867 -0.05013
N -1.23601 -0.27100 0.13364
C 0.07394 -0.83469 0.04720
C 1.05618 0.71062 -0.04884
N 0.13121 1.75990 -0.06786
P -1.38359 1.41623 0.01389
H 0.22434 -1.42398 -0.85602
H 0.35448 -1.37353 0.94669
H 1.68580 0.72121 0.83696
H 1.65180 0.67391 -0.95554
*
```

Highest occupied orbital energy: -9.00 eV
Kohn-Sham gap: 9.23 eV
SMILES: ClN1CCN=P1
Energy relative to the best compared isomer or geometry (same formula, charge and spin): 212.6 kJ/mol

---

# 11
The following is a quantum chemistry calculation of the molecule C2H4ClNO2, from the Open Molecules 2025 dataset.

Structure (ORCA input):
```
! RIJCOSX wB97M-V def2-TZVPD def2/J DEFGRID3
* xyz 0 1
H -1.42942 -1.97385 -0.88577
N -0.69931 -1.31116 -0.61066
C -0.98782 -0.16788 -0.25130
Cl -2.72342 0.50526 -0.23391
C 0.08613 0.86140 0.07536
O 0.82175 0.44866 1.23404
O 0.96596 1.10711 -1.04210
H -0.23992 1.89020 0.43612
H 0.83810 -0.55361 1.39826
H 1.67442 0.50198 -1.05704
*
```

Highest occupied orbital energy: -10.94 eV
Kohn-Sham gap: 11.64 eV
SMILES: [H]/N=C(\Cl)C(O)O
Energy relative to the best compared isomer or geometry (same formula, charge and spin): 76.3 kJ/mol

---

# 12
The following is a quantum chemistry calculation of a cluster of 2 separate species, C2H4ClNO2 in total, from the Open Molecules 2025 dataset.

Structure (ORCA input):
```
! RIJCOSX wB97M-V def2-TZVPD def2/J DEFGRID3
* xyz 0 1
C -0.67180 1.00965 -0.13217
C -0.27271 -0.44939 -0.25208
N 0.98428 -0.73224 0.34903
O 0.17053 1.90322 0.51004
O -1.83024 1.30447 -0.33037
Cl -1.48344 -1.57543 0.24810
H -0.35306 -0.64498 -1.84088
H 1.70728 -0.56998 -0.31939
H 0.92418 -1.65578 0.72902
H 0.82499 1.41047 1.03870
*
```

Highest occupied orbital energy: -9.91 eV
Kohn-Sham gap: 9.98 eV
Energy relative to the best compared isomer or geometry (same formula, charge and spin): 169.2 kJ/mol

---

# 13
The following is a quantum chemistry calculation of a cluster of 2 separate species, C2H4ClNO2 in total, from the Open Molecules 2025 dataset.

Structure (ORCA input):
```
! RIJCOSX wB97M-V def2-TZVPD def2/J DEFGRID3
* xyz 0 1
N 0.57771 -1.21170 0.37761
C 0.39428 -0.18916 -0.49868
O 1.61287 0.84413 -0.28696
C 0.40596 1.12893 -0.03347
O -0.30586 2.00435 0.40436
H 1.27537 -1.82747 0.19161
H 0.21546 -1.03747 1.33275
H 0.37163 -0.61123 -1.46685
Cl -2.52495 -0.13638 -0.15805
H -2.02247 1.03601 0.13769
*
```

Highest occupied orbital energy: -10.65 eV
Kohn-Sham gap: 11.34 eV
SMILES: N[C@@H]1OC1=O.Cl
Energy relative to the best compared isomer or geometry (same formula, charge and spin): 132.0 kJ/mol

---

# 14
The following is a quantum chemistry calculation of a cluster of 2 separate species, C2H4ClNO3 in total, from the Open Molecules 2025 dataset.

Structure (ORCA input):
```
! RIJCOSX wB97M-V def2-TZVPD def2/J DEFGRID3
* xyz 0 1
C -0.04489 0.46467 -0.57744
C -1.42455 0.21171 -0.03946
N -1.86736 -1.13849 0.03762
O -3.02187 -1.36190 0.32590
O -1.01922 -1.99274 -0.20150
O 0.95564 -0.15772 0.15996
Cl -2.63299 1.39226 -0.06432
H 0.16413 1.53545 -0.58200
H -0.03063 0.09521 -1.62337
H -0.61990 -0.09189 2.20602
H 0.78551 -1.11457 0.14792
*
```

Highest occupied orbital energy (alpha / beta): -10.75 / -9.82 eV
Kohn-Sham gap (alpha / beta): 8.53 / 8.76 eV
Energy relative to the best compared isomer or geometry (same formula, charge and spin): 764.3 kJ/mol

---

# 15
The following is a quantum chemistry calculation of the molecule C2H4ClNS, from the Open Molecules 2025 dataset.

Structure (ORCA input):
```
! RIJCOSX wB97M-V def2-TZVPD def2/J DEFGRID3
* xyz 0 1
C 0.71134 -0.42781 -0.03883
S 0.35513 1.39264 0.03634
C -1.35566 1.09920 -0.07875
N -1.89431 -0.04182 0.08389
Cl -3.63562 -0.07703 -0.02437
H 0.52763 -0.65326 1.04542
H 0.01982 -0.74517 -0.66130
H 1.68561 -0.47848 -0.30710
H -2.01140 2.05875 -0.23304
*
```

Highest occupied orbital energy: -9.25 eV
Kohn-Sham gap: 9.81 eV
SMILES: CS/C=N/Cl
Energy relative to the best compared isomer or geometry (same formula, charge and spin): 200.1 kJ/mol

---

# 16
The following is a quantum chemistry calculation of a structure of composition C2H4ClO4P, from the Open Molecules 2025 dataset.

Structure (ORCA input):
```
! RIJCOSX wB97M-V def2-TZVPD def2/J DEFGRID3
* xyz -2 1
C -0.23905 -1.61422 -0.26460
C -0.70004 -0.21174 0.06162
O 0.11113 1.81925 -1.86956
O 0.29374 2.36334 0.58278
O 1.91751 0.67243 -0.40295
O -1.89404 0.10682 0.11067
P 0.52319 1.18494 -0.54772
Cl -0.10010 -0.38244 2.25782
H 0.94509 -1.72250 -0.19472
H -0.80799 -2.34444 0.40543
H -0.58218 -1.66058 -1.41634
H 0.53274 1.78915 1.27759
*
```

Highest occupied orbital energy: -0.24 eV
Kohn-Sham gap: 6.89 eV
Energy relative to the best compared isomer or geometry (same formula, charge and spin): 270.9 kJ/mol

---

# 17
The following is a quantum chemistry calculation of a structure of composition C2H4ClOP, from the Open Molecules 2025 dataset.

Structure (ORCA input):
```
! RIJCOSX wB97M-V def2-TZVPD def2/J DEFGRID3
* xyz 0 1
C 0.28223 0.92672 0.39611
C 0.39445 -0.25039 -0.75377
O -1.00176 0.60076 0.91341
P -1.34734 -0.71265 -0.19436
Cl -0.89938 -2.22266 1.04321
H 1.15343 0.87631 1.11311
H 0.09341 1.88776 -0.15627
H 0.25749 0.04676 -1.80963
H 1.06748 -1.15262 -0.55182
*
```

Highest occupied orbital energy: -9.42 eV
Kohn-Sham gap: 10.16 eV
Energy relative to the best compared isomer or geometry (same formula, charge and spin): 69.3 kJ/mol

---

# 18
The following is a quantum chemistry calculation of a cluster of 2 separate species, C2H4ClP in total, from the Open Molecules 2025 dataset.

Structure (ORCA input):
```
! RIJCOSX wB97M-V def2-TZVPD def2/J DEFGRID3
* xyz 0 1
C -0.14518 -0.47124 0.54776
C 0.07094 0.32649 -0.45102
P 3.89648 -1.19122 -0.06172
Cl 3.94093 0.78185 -0.15520
H -0.71385 0.04434 1.35055
H 0.50239 -1.26722 0.66968
H 0.75167 -0.05735 -1.16895
H -0.50648 1.16185 -0.64217
*
```

Highest occupied orbital energy (alpha / beta): -8.40 / -8.39 eV
Kohn-Sham gap (alpha / beta): 7.03 / 6.99 eV
Energy relative to the best compared isomer or geometry (same formula, charge and spin): 242.6 kJ/mol

---

# 19
The following is a quantum chemistry calculation of the molecule C2H4ClP, from the Open Molecules 2025 dataset.

Structure (ORCA input):
```
! RIJCOSX wB97M-V def2-TZVPD def2/J DEFGRID3
* xyz 0 1
Cl -2.54521 -0.53790 0.17470
P -1.03957 0.97186 -0.08857
C 0.44633 0.16269 0.72247
C 0.36747 -0.03973 -0.73794
H 0.08737 -0.74494 1.28629
H 1.19319 0.89967 1.20582
H 1.13877 0.45261 -1.44608
H 0.35164 -1.16426 -1.11668
*
```

Highest occupied orbital energy: -9.79 eV
Kohn-Sham gap: 10.47 eV
SMILES: ClP1CC1
Energy relative to the best compared isomer or geometry (same formula, charge and spin): 7.9 kJ/mol

---

# 20
The following is a quantum chemistry calculation of a structure of composition C2H4CsO8S2, from the Open Molecules 2025 dataset.

Structure (ORCA input):
```
! RIJCOSX wB97M-V def2-TZVPD def2/J DEFGRID3
* xyz -1 1
Cs -7.02784 -14.62980 -12.72516
S -5.59027 -16.78956 -10.22643
O -4.53443 -17.66583 -9.71841
O -5.83380 -17.02809 -11.67418
O -6.82592 -16.99694 -9.44501
O -5.21294 -15.35218 -10.07931
C -2.57369 -16.70528 -12.26747
C -3.19784 -15.27774 -12.32844
O -2.55154 -14.59920 -13.41921
S -1.44749 -15.53174 -14.15761
O -0.23745 -14.80933 -14.36559
O -2.05155 -16.20360 -15.27872
O -1.29780 -16.50114 -12.87945
H -3.18027 -17.37448 -12.87438
H -2.44707 -17.01707 -11.23733
H -2.95808 -14.70933 -11.43490
H -4.25604 -15.34030 -12.53162
*
```

Highest occupied orbital energy: -3.78 eV
Kohn-Sham gap: 5.09 eV